The following is a DFT calculation (ωB97M-V with the def2-TZVPD basis set) of a cluster of 2 separate species, C4H7NO in total.

Geometry as ORCA input:
```
! wB97M-V def2-TZVPD RIJCOSX def2/J DEFGRID3
* xyz 0 1
C 2.880 0.022 0.193
C 1.566 -0.113 0.584
C -1.302 -0.048 -0.102
C -0.160 0.919 -0.205
N 2.270 -1.121 -0.183
O 3.817 0.659 -0.134
H 1.083 -0.465 1.418
H -1.008 -1.078 -0.453
H -2.029 0.252 -0.865
H -1.729 -0.149 0.863
H -0.161 1.819 0.339
H 0.135 0.940 -1.290
H 2.223 -1.444 -1.147
*
```

ΔE to the lowest compared entry with this formula, charge and spin: 110.50 kcal/mol
HOMO: -9.063 eV
Kohn-Sham gap: 0.363 Eh